Entry 1:
ORCA calculation (wB97M-V/def2-TZVPD) on a single C4H10N2O molecule.

```
17
Properties=species:S:1:pos:R:3:forces:R:3
C -0.52586 2.55869 -0.72039 -0.1 0.2 -0.1
N -1.51641 0.10635 -0.96318 0.2 -0.1 0.1
C -0.38777 0.22599 -0.37926 0.0 -0.1 0.0
O 0.17030 1.44031 -0.18509 0.0 -0.2 0.0
N 0.43365 -0.77232 0.11063 -0.2 0.1 -0.1
C 1.50785 -0.46624 1.03837 0.1 0.1 0.1
C -0.12488 -2.10211 0.20708 0.0 -0.2 -0.1
H -0.26351 3.40915 -0.08921 0.0 -0.1 -0.1
H -0.19720 2.74302 -1.74769 -0.1 0.0 0.1
H -1.60112 2.38040 -0.71407 0.1 0.1 0.0
H -1.83097 -0.85622 -1.00253 0.1 0.1 0.0
H 1.15746 -0.39479 2.07893 0.0 0.0 -0.1
H 1.97495 0.47680 0.76385 0.0 -0.1 0.1
H 2.25940 -1.25983 0.97838 -0.1 0.1 0.0
H -0.51161 -2.43362 -0.76122 0.1 0.0 0.1
H 0.66825 -2.79566 0.49609 -0.1 0.1 0.0
H -0.93518 -2.17202 0.94882 0.1 0.0 -0.1
```
Forces are in eV/Å.

Computed properties:
E_HOMO = -8.75 eV
Lowest unoccupied orbital energy = 0.920 eV
E = -9337.4024 eV
Kohn-Sham gap = 9.7 eV
Spin multiplicity = 1
F_max = 0.0049 Eh/bohr
Relative energy (zero: lowest compared OMol25 entry of this formula, charge and spin) = 36.6 kcal/mol

***

Entry 2:
ORCA calculation (wB97M-V/def2-TZVPD) on 2 unconnected molecules or ions with the total composition C3H10NO2.

```
16
Properties=species:S:1:pos:R:3:forces:R:3
C 1.07800 -1.13364 0.35017 -0.5 0.2 0.3
N 0.60100 0.23101 0.10955 -0.2 -0.6 -0.1
C -0.84272 0.23489 -0.14004 -1.1 1.0 0.1
C -1.56526 0.39301 1.22019 0.2 -1.0 0.6
O -1.00787 1.34261 1.97138 0.2 0.3 0.2
H 1.96417 -1.08157 0.98080 0.3 -0.2 -0.3
H 0.35786 -1.75177 0.91253 0.0 0.1 -0.2
H 1.25123 -1.60825 -0.62522 0.3 -0.1 0.3
H 0.60429 0.75098 1.00815 0.1 0.1 -0.3
H -1.12757 1.11949 -0.73378 0.3 -0.1 0.0
H -1.25711 -0.63348 -0.65514 0.5 -0.4 -0.2
H -2.65800 0.45933 1.07383 -0.4 0.4 -0.5
H -1.52148 -0.64820 1.68710 0.2 0.1 0.1
H 1.34207 0.52202 -1.61986 -0.1 0.6 0.3
H 1.06105 0.85066 -3.11630 0.0 0.0 0.2
O 1.72033 0.95290 -2.42338 0.1 -0.3 -0.3
```
Forces are in eV/Å.

Computed properties:
Total charge = -1
E_HOMO = -2.63 eV
Lowest unoccupied orbital energy = 4.042 eV
E = -8857.8254 eV
Kohn-Sham gap = 6.7 eV
Spin multiplicity = 1
F_max = 0.0288 Eh/bohr
Relative energy (zero: lowest compared OMol25 entry of this formula, charge and spin) = 22.3 kcal/mol

***

Entry 3:
ORCA calculation (wB97M-V/def2-TZVPD) on a gas-phase ion, C7H11N2 (charge +1).

```
20
Properties=species:S:1:pos:R:3:forces:R:3
C -0.89427 0.52269 0.45543 1.5 0.1 0.7
C 1.80594 0.85692 0.78907 1.0 1.0 -1.0
C 1.15796 -0.77079 -0.34939 2.6 -2.6 -1.5
C -3.42783 -0.27765 0.08335 8.1 1.0 0.6
C 0.48267 0.26004 0.32666 -5.1 1.3 0.5
C -4.78691 -0.17925 -0.19545 -0.4 1.6 0.4
C 3.73985 -0.45239 -0.39618 -2.0 1.1 -0.8
N -2.24475 -0.11869 0.15451 -2.3 -0.1 -0.1
N 2.44819 -0.40506 0.37581 -0.7 -1.8 -0.1
H -1.09603 1.41479 1.00181 -0.6 0.4 0.3
H 2.19124 1.67311 0.12698 -0.8 -0.1 0.2
H 1.96913 1.22305 1.80099 -0.3 -0.4 0.2
H 0.75460 -1.80793 -0.12442 0.7 1.0 -0.9
H 1.26251 -0.46472 -1.46697 -0.4 -1.0 1.4
H -5.35020 -1.01091 0.01825 -1.2 -2.2 0.4
H -4.84345 0.11543 -1.20714 -0.4 0.3 -1.4
H -5.16535 0.62724 0.42465 -0.1 0.3 0.1
H 3.39393 -0.06983 -1.43960 1.3 -0.8 1.1
H 4.36261 0.34099 0.05039 0.2 -0.7 -0.2
H 4.24016 -1.47703 -0.42875 -0.9 1.5 0.2
```
Forces are in eV/Å.

Computed properties:
Total charge = +1
E_HOMO = -11.92 eV
Lowest unoccupied orbital energy = -4.421 eV
E = -10406.0628 eV
Kohn-Sham gap = 7.5 eV
Spin multiplicity = 1
F_max = 0.1588 Eh/bohr
Relative energy (zero: lowest compared OMol25 entry of this formula, charge and spin) = 130.4 kcal/mol

***

Entry 4:
ORCA calculation (wB97M-V/def2-TZVPD) on a molecular structure, C3H3LiO4Tl.

```
12
Properties=species:S:1:pos:R:3:forces:R:3
C 0.43854 -1.47943 0.00540 2.8 1.7 -0.6
O 1.62791 -1.71120 0.10186 -1.5 -0.2 0.1
O -0.51007 -2.30284 -0.24457 -2.1 1.6 1.2
C -0.06492 -0.00490 -0.04326 0.4 0.2 0.8
O -1.23501 0.24713 -0.28492 -0.5 -0.3 -0.2
O 0.83899 0.87209 0.26080 0.1 -0.7 -0.1
C 0.43570 2.24154 0.40573 -0.2 0.6 -0.1
H -0.32000 2.32191 1.19567 0.2 0.0 -0.2
H 1.34088 2.78771 0.67890 -0.2 -0.2 -0.1
H 0.02953 2.61155 -0.54281 0.1 -0.1 0.3
Tl -0.32806 -4.17794 -1.11220 0.7 -3.2 -1.3
Li -2.25348 -1.40563 -0.42060 0.4 0.5 0.1
```
Forces are in eV/Å.

Computed properties:
Total charge = +1
E_HOMO = -14.03 eV
Lowest unoccupied orbital energy = -4.512 eV
E = -16243.5608 eV
Kohn-Sham gap = 9.5 eV
Spin multiplicity = 1
F_max = 0.0691 Eh/bohr
Relative energy (zero: lowest compared OMol25 entry of this formula, charge and spin) = 0.0 kcal/mol

***

Entry 5:
ORCA calculation (wB97M-V/def2-TZVPD) on a gas-phase ion, C5H8N (charge +1).

```
14
Properties=species:S:1:pos:R:3:forces:R:3
C -0.46954 1.53372 -0.19315 -0.4 -1.1 0.4
C -1.03413 0.33674 -0.06061 3.2 1.1 0.3
C 1.55459 -0.06811 0.68658 3.6 -0.9 1.9
C 0.41064 0.55019 0.22254 -4.4 0.1 -1.2
C -2.10222 -0.62913 0.05455 0.6 0.6 -2.8
N 1.63763 -0.33095 -0.78823 -0.5 1.3 2.2
H -0.60095 2.55109 -0.32929 -0.2 1.7 -0.4
H 2.47209 0.51414 0.99491 -1.4 -0.2 -0.2
H 1.48207 -0.93865 1.39749 -0.1 0.7 -1.1
H -2.67309 -0.77468 -0.87287 0.6 0.0 -0.2
H -2.79954 -0.15118 0.61800 -2.2 0.8 2.4
H -1.68431 -1.51675 0.38419 0.1 -1.8 1.0
H 2.39391 0.18180 -1.15892 0.9 -0.2 -1.1
H 1.41285 -1.25821 -0.95520 0.1 -1.9 -1.3
```
Forces are in eV/Å.

Computed properties:
Total charge = +1
E_HOMO = -14.79 eV
Lowest unoccupied orbital energy = -3.175 eV
E = -6794.2581 eV
Kohn-Sham gap = 11.6 eV
Spin multiplicity = 1
F_max = 0.0887 Eh/bohr
Relative energy (zero: lowest compared OMol25 entry of this formula, charge and spin) = 88.3 kcal/mol

***

Entry 6:
ORCA calculation (wB97M-V/def2-TZVPD) on a single C5H8N2 molecule.

```
15
Properties=species:S:1:pos:R:3:forces:R:3
C 1.09047 -0.87191 -1.15527 0.0 0.0 -0.1
N 1.05270 -0.91849 1.26698 -0.1 0.3 0.2
C 0.85107 0.16311 1.91635 0.2 -0.2 0.1
N -0.10864 1.07549 1.40448 -0.1 -0.2 -0.3
C -0.51751 0.51579 0.31902 0.0 0.0 0.1
C -1.61733 1.09094 -0.51348 0.0 0.0 0.0
C 0.20220 -0.79760 0.09023 -0.1 0.0 -0.1
H 0.52051 -0.77819 -2.08443 0.0 0.0 0.2
H 1.84744 -0.08203 -1.11801 -0.1 -0.1 0.0
H 1.61083 -1.83366 -1.15484 -0.1 0.2 0.0
H 1.37300 0.40821 2.83718 -0.1 0.0 -0.1
H -2.06818 1.92946 0.02269 0.1 -0.1 -0.1
H -1.25184 1.44937 -1.48264 0.0 -0.1 0.1
H -2.38969 0.33934 -0.71202 0.1 0.1 0.0
H -0.52504 -1.62163 0.07158 0.1 0.1 0.0
```
Forces are in eV/Å.

Computed properties:
E_HOMO = -10.11 eV
Lowest unoccupied orbital energy = 0.668 eV
E = -8294.5569 eV
Kohn-Sham gap = 10.8 eV
Spin multiplicity = 1
F_max = 0.0075 Eh/bohr
Relative energy (zero: lowest compared OMol25 entry of this formula, charge and spin) = 10.1 kcal/mol

***

Entry 7:
ORCA calculation (wB97M-V/def2-TZVPD) on a single C20H27BrN2O5S molecule.

```
56
Properties=species:S:1:pos:R:3:forces:R:3
C -4.97295 -4.50926 0.87957 0.1 0.4 -0.1
C -5.18095 -3.04316 0.55160 -0.6 -0.1 0.2
H -5.90894 -2.91288 -0.25715 0.1 0.0 0.2
H -5.53954 -2.48441 1.42351 0.0 -0.1 -0.2
O -3.92851 -2.49601 0.13689 0.3 -0.1 0.0
C -3.92208 -1.20113 -0.17456 -0.1 0.3 -0.1
O -4.93238 -0.51225 -0.11099 -0.1 -0.2 0.1
C -2.62773 -0.68149 -0.59026 -0.1 0.4 -0.1
C -2.50132 0.65135 -0.93067 0.1 -0.4 0.1
N -3.51416 1.56473 -0.91560 -0.2 -0.2 0.1
C -3.30604 2.86917 -1.26512 -0.3 0.2 0.0
O -2.20361 3.25253 -1.59590 -0.2 0.4 -0.1
C -4.53697 3.72660 -1.19604 0.1 0.2 -0.1
H -4.92932 3.72840 -0.18141 -0.1 0.0 0.1
H -4.29019 4.74170 -1.49219 0.0 0.0 0.0
H -5.30207 3.32921 -1.85944 -0.1 0.0 0.0
H -4.41760 1.17731 -0.62526 0.2 0.2 -0.1
S -0.91488 1.12674 -1.39675 0.3 -0.5 0.0
C -0.34470 -0.51992 -1.14534 -0.2 0.2 0.0
C 0.95008 -0.99556 -1.35650 0.1 -0.6 0.1
C 1.16462 -2.35409 -1.12138 0.3 0.2 -0.1
C 0.16154 -3.21375 -0.70547 0.0 0.1 0.0
C -1.11154 -2.73206 -0.49693 0.0 -0.1 0.0
C -1.37779 -1.38071 -0.71770 0.4 -0.1 0.0
H -1.89786 -3.38945 -0.17165 0.0 -0.1 0.0
H 0.39054 -4.25521 -0.54183 0.0 -0.1 0.0
Br 2.92594 -3.00282 -1.39387 0.0 -0.2 0.1
O 2.01985 -0.30551 -1.79797 -0.1 0.0 -0.2
C 2.09687 1.09941 -1.63004 0.3 0.8 0.1
H 1.68160 1.60559 -2.50851 0.1 -0.1 0.0
H 1.57019 1.41167 -0.72632 0.1 -0.1 -0.1
C 3.58370 1.45423 -1.46160 -0.6 -0.3 0.4
O 4.32781 1.12382 -2.60257 0.3 -0.2 -0.3
H 4.20908 0.17913 -2.76639 0.0 0.0 0.0
C 4.13722 0.74731 -0.20644 0.0 0.3 -0.2
N 3.31346 1.03006 0.94898 0.2 0.0 -0.1
C 3.14927 -0.08313 1.86221 0.1 -0.2 0.1
C 4.43731 -0.62975 2.48827 -0.3 0.2 -0.1
H 5.09679 -1.03072 1.72290 0.1 -0.1 -0.1
H 4.19563 -1.42678 3.18651 0.0 -0.1 0.1
H 4.96840 0.15094 3.02815 0.1 0.0 0.1
H 2.47055 0.24314 2.65441 -0.1 -0.1 0.0
H 2.65180 -0.89024 1.31455 -0.1 0.0 0.1
C 3.56940 2.30879 1.59174 -0.3 0.1 0.0
C 2.26313 3.05606 1.85725 0.3 0.0 0.0
H 1.74720 3.25951 0.92251 -0.1 0.0 -0.1
H 1.60641 2.46461 2.49024 -0.1 0.0 0.1
H 2.46731 3.99990 2.35668 -0.1 0.2 0.1
H 4.10934 2.18115 2.54038 0.1 0.0 -0.1
H 4.19765 2.91565 0.93647 0.1 0.0 0.0
H 5.18893 1.04360 -0.07553 0.0 -0.1 0.0
H 4.11470 -0.32763 -0.39862 0.0 0.0 0.0
H 3.66349 2.54047 -1.35710 -0.1 0.0 0.1
H -4.24075 -4.61499 1.67573 0.0 -0.1 0.1
H -5.91301 -4.94722 1.20162 -0.1 -0.1 0.0
H -4.61494 -5.04270 0.00298 0.0 -0.1 -0.1
```
Forces are in eV/Å.

Computed properties:
E_HOMO = -7.89 eV
Lowest unoccupied orbital energy = 0.433 eV
E = -115274.5836 eV
Kohn-Sham gap = 8.3 eV
Spin multiplicity = 1
F_max = 0.0164 Eh/bohr
Relative energy (zero: lowest compared OMol25 entry of this formula, charge and spin) = 6.8 kcal/mol

***

Entry 8:
ORCA calculation (wB97M-V/def2-TZVPD) on a molecular structure, C52H43N3O2P2PtS.

```
104
Properties=species:S:1:pos:R:3:forces:R:3
Pt -0.12763 -0.16472 1.04792 0.1 0.1 0.2
O 2.56932 -1.36876 0.82245 0.0 0.0 0.0
S 1.85299 -0.35415 0.06610 0.0 0.0 0.0
C 2.58408 1.20678 0.26679 0.0 0.0 0.0
C 3.90094 1.21069 0.71166 0.0 0.0 0.0
C 4.69647 2.36082 0.65556 0.0 0.0 0.0
C 4.16138 3.48596 0.06903 0.0 0.0 0.0
C 4.76396 4.83080 -0.21785 0.0 0.0 0.0
C 3.64196 5.63435 -0.92404 0.0 0.0 0.0
C 2.46776 4.69837 -0.97138 0.0 0.0 0.0
C 1.20019 4.84907 -1.48047 0.0 0.0 0.0
C 0.29698 3.79023 -1.32075 0.0 0.0 0.0
C 0.62579 2.57812 -0.70687 -0.1 0.1 -0.1
P -0.82690 1.62713 -0.28182 0.1 -0.2 0.0
C -1.83207 1.49312 -1.73876 0.0 0.1 0.0
C -3.17462 1.89162 -1.74155 0.0 0.0 0.0
C -3.89918 1.83968 -2.92130 0.0 0.0 0.0
C -3.29709 1.39498 -4.09214 0.0 0.0 0.0
C -1.95213 1.03524 -4.09902 0.0 0.0 0.0
C -1.21413 1.09564 -2.93181 0.0 -0.1 0.0
C -1.67010 2.41233 1.07270 0.0 0.0 0.1
C -2.94197 1.97015 1.47677 0.0 0.0 0.0
C -3.59702 2.62406 2.50017 0.0 0.0 0.0
C -2.98375 3.69325 3.14986 0.0 0.0 0.0
C -1.70671 4.10578 2.78635 0.0 0.0 0.0
C -1.04366 3.47054 1.75095 0.0 0.0 0.0
C 1.95679 2.37199 -0.25923 0.0 0.0 0.0
C 2.82176 3.46902 -0.38057 0.0 0.0 0.0
C 1.80854 -0.68438 -1.64444 0.0 0.0 0.0
C 2.88896 -0.18636 -2.36956 0.0 0.0 0.0
C 3.09599 -0.48041 -3.71689 0.0 0.0 0.0
C 2.18852 -1.30435 -4.34028 0.0 0.0 0.0
C 2.13702 -1.81426 -5.75029 0.0 0.0 0.0
C 0.84831 -2.66758 -5.81871 0.0 0.0 0.0
C 0.25311 -2.58025 -4.44407 0.0 0.0 0.0
C -0.90208 -3.11553 -3.92954 0.0 0.0 0.0
C -1.20146 -2.85276 -2.59150 0.0 0.0 0.0
C -0.38267 -2.09285 -1.74713 0.0 0.0 0.0
P -0.90038 -2.07783 -0.06219 0.0 0.0 -0.1
C -2.66011 -2.15434 0.08447 0.0 0.0 0.0
C -3.43088 -1.33886 -0.76154 0.0 0.0 0.0
C -4.80909 -1.40354 -0.70725 0.0 0.0 0.0
C -5.43051 -2.28095 0.17845 0.0 0.0 0.0
C -4.67324 -3.11112 0.99632 0.0 0.0 0.0
C -3.29145 -3.05567 0.95578 0.0 0.0 0.0
C -0.03283 -3.28570 0.90618 0.0 0.0 0.0
C -0.29864 -3.46934 2.27326 0.0 0.0 0.0
C 0.35011 -4.46875 2.96884 0.0 0.0 0.0
C 1.28131 -5.27880 2.31943 0.0 0.0 0.0
C 1.56569 -5.08724 0.97410 0.0 0.0 0.0
C 0.91667 -4.09260 0.26411 0.0 0.0 0.0
C 0.83020 -1.52986 -2.25389 0.0 0.1 0.0
C 1.08229 -1.79428 -3.61261 0.0 0.0 0.0
H 4.33222 0.28198 1.06498 0.0 0.0 0.0
H 5.71478 2.33062 1.01871 0.0 0.0 0.0
H 5.65278 4.72634 -0.84241 0.0 0.0 0.0
H 5.09657 5.30624 0.70641 0.0 0.0 0.0
H 3.92825 5.94119 -1.93116 0.0 0.0 0.0
H 3.38621 6.54862 -0.38669 0.0 0.0 0.0
H 0.87912 5.76021 -1.96711 0.0 0.0 0.0
H -0.71929 3.94261 -1.66916 0.0 0.0 0.0
H -3.64904 2.26620 -0.84617 0.0 0.0 0.0
H -4.93031 2.16728 -2.93156 0.0 0.0 0.0
H -3.86862 1.36155 -5.01062 0.0 0.0 0.0
H -1.47678 0.73986 -5.02509 0.0 0.0 0.0
H -0.15460 0.87764 -2.95220 0.0 -0.1 0.0
H -3.41179 1.11998 0.99589 0.0 0.0 0.0
H -4.58832 2.30779 2.79573 0.0 0.0 0.0
H -3.50847 4.20983 3.94329 0.0 0.0 0.0
H -1.24001 4.93895 3.29424 0.0 0.0 0.0
H -0.06568 3.81941 1.44565 0.0 0.0 0.0
H 3.60945 0.44974 -1.87038 0.0 0.0 0.0
H 3.95522 -0.07351 -4.23260 0.0 0.0 0.0
H 3.03246 -2.39631 -5.97550 0.0 0.0 0.0
H 2.12671 -0.98665 -6.46158 0.0 0.0 0.0
H 1.05345 -3.70764 -6.07844 0.0 0.0 0.0
H 0.14626 -2.30114 -6.56953 0.0 0.0 0.0
H -1.56789 -3.72861 -4.52203 0.0 0.0 0.0
H -2.10913 -3.28309 -2.18748 0.0 0.0 0.0
H -2.95183 -0.69540 -1.48520 0.0 0.0 0.0
H -5.40489 -0.79076 -1.37087 0.0 0.0 0.0
H -6.51095 -2.33823 0.20944 0.0 0.0 0.0
H -5.16259 -3.82031 1.65007 0.0 0.0 0.0
H -2.72003 -3.74505 1.55756 0.0 0.0 0.0
H -1.02995 -2.85212 2.77771 -0.1 0.0 0.0
H 0.11937 -4.64315 4.01164 0.0 0.0 0.0
H 1.77729 -6.07058 2.86581 0.0 0.0 0.0
H 2.28162 -5.72483 0.47368 0.0 0.0 0.0
H 1.12623 -3.96742 -0.78999 0.0 0.0 0.0
C 0.90770 -1.12576 6.77579 0.0 0.0 0.0
N 0.46942 -0.83877 5.40836 0.0 0.0 0.0
C -0.91682 -0.53836 5.05167 0.0 0.0 0.0
C -0.77805 -0.40775 3.56452 0.0 0.0 0.0
O -1.63990 -0.20418 2.67424 0.0 0.0 0.0
N 0.48944 -0.57104 3.18776 -0.1 0.0 0.0
C 1.21264 -0.88429 4.31127 0.1 0.0 0.0
N 2.49003 -1.19556 4.24105 0.0 0.0 0.0
H 0.27834 -0.57002 7.46633 0.0 0.0 0.0
H 1.93116 -0.78342 6.91783 0.0 0.0 0.0
H 0.83318 -2.18986 6.99694 0.0 0.0 0.0
H -1.26957 0.38967 5.50788 0.0 0.0 0.0
H -1.59903 -1.34443 5.33248 0.0 0.0 0.0
H 2.91554 -1.27497 3.32880 0.0 0.0 0.0
H 3.02133 -1.47694 5.05023 0.0 0.0 0.0
```
Forces are in eV/Å.

Computed properties:
Total charge = +4
E_HOMO = -17.98 eV
Lowest unoccupied orbital energy = -12.446 eV
E = -95812.9772 eV
Kohn-Sham gap = 5.5 eV
Spin multiplicity = 1
F_max = 0.0047 Eh/bohr
Relative energy (zero: lowest compared OMol25 entry of this formula, charge and spin) = 2.6 kcal/mol